Entry from the OMol25 dataset: a cluster of 8 separate species, C18H52B3F12N5O5 in total (ωB97M-V/def2-TZVPD).

Atoms and positions in Å:
C1 -5.016 -11.835 -11.498
C2 -4.559 -12.102 -12.915
O1 -3.432 -12.191 -13.258
N1 -5.624 -12.223 -13.941
H1 -6.453 -11.630 -13.824
H2 -5.291 -11.831 -14.840
C3 -6.102 -13.657 -13.993
H3 -5.249 -10.769 -11.426
H4 -4.249 -11.965 -10.736
H5 -5.854 -12.461 -11.195
H6 -6.435 -13.896 -12.985
H7 -5.303 -14.284 -14.360
H8 -6.983 -13.581 -14.628
C4 -1.264 -7.754 -16.142
C5 -0.695 -7.828 -14.755
O2 -0.210 -6.914 -14.200
N2 -0.619 -9.245 -14.160
H9 -0.817 -9.958 -14.867
H10 0.398 -9.264 -14.018
C6 -1.318 -9.419 -12.852
H11 -1.096 -6.814 -16.662
H12 -2.353 -7.861 -16.119
H13 -0.838 -8.527 -16.782
H14 -2.322 -9.005 -12.881
H15 -0.752 -9.004 -12.024
H16 -1.421 -10.487 -12.663
C7 4.072 -10.705 -16.135
C8 3.656 -11.496 -17.364
C9 3.489 -13.002 -17.173
O3 2.676 -13.536 -18.206
C10 2.162 -14.822 -17.861
N3 2.447 -10.890 -18.002
H17 1.722 -10.864 -17.285
H18 2.624 -9.879 -18.094
H19 2.156 -11.191 -18.927
H20 4.952 -11.056 -15.598
H21 3.287 -10.729 -15.373
H22 4.254 -9.654 -16.360
H23 4.393 -11.421 -18.168
H24 2.937 -13.121 -16.230
H25 4.412 -13.580 -17.134
H26 2.943 -15.582 -17.952
H27 1.402 -15.092 -18.589
H28 1.792 -14.876 -16.836
C11 -3.863 -14.382 -19.175
C12 -3.352 -13.179 -19.937
C13 -4.244 -12.695 -21.102
O4 -3.409 -11.717 -21.738
C14 -4.152 -10.818 -22.532
N4 -3.168 -12.016 -18.992
H29 -3.993 -11.774 -18.428
H30 -2.314 -12.118 -18.429
H31 -3.032 -11.138 -19.505
H32 -3.255 -14.714 -18.329
H33 -3.775 -15.281 -19.792
H34 -4.905 -14.259 -18.888
H35 -2.344 -13.415 -20.271
H36 -5.237 -12.350 -20.815
H37 -4.283 -13.511 -21.826
H38 -3.468 -10.038 -22.864
H39 -5.005 -10.340 -22.040
H40 -4.542 -11.310 -23.430
C15 -4.100 -19.330 -16.388
C16 -2.915 -18.651 -15.716
C17 -3.009 -17.122 -15.800
O5 -2.022 -16.486 -15.015
C18 -1.803 -15.153 -15.425
N5 -2.732 -19.105 -14.264
H41 -1.811 -18.968 -13.843
H42 -3.341 -18.561 -13.641
H43 -3.078 -20.051 -14.085
H44 -3.793 -20.366 -16.561
H45 -4.188 -18.975 -17.412
H46 -4.983 -19.332 -15.755
H47 -1.969 -18.884 -16.205
H48 -3.949 -16.794 -15.330
H49 -3.215 -16.829 -16.832
H50 -1.107 -14.596 -14.801
H51 -2.670 -14.543 -15.691
H52 -1.137 -15.203 -16.302
B1 -1.020 -11.800 -16.273
F1 0.020 -10.878 -16.425
F2 -0.900 -12.370 -14.997
F3 -2.202 -11.035 -16.308
F4 -0.976 -12.765 -17.279
B2 -6.093 -12.199 -17.179
F5 -6.940 -11.706 -16.153
F6 -4.733 -12.115 -16.751
F7 -6.400 -13.556 -17.341
F8 -6.320 -11.447 -18.308
B3 1.836 -7.820 -16.754
F9 1.362 -8.974 -16.101
F10 2.412 -8.244 -17.968
F11 0.729 -6.972 -16.958
F12 2.832 -7.220 -15.964

E_tot = -2640.0641 Ha
gap between HOMO and LUMO = 9.15 eV
total charge = +2
LUMO energy = -0.1882 Ha
relative energy (zero: lowest compared OMol25 entry of this formula, charge and spin) = 0.0 kJ/mol
HOMO level = -14.3 eV

Löwdin atomic charges, in units of e: C 0.037; C -0.413; O 0.181; N 0.081; H 0.187; H 0.147; C 0.055; H 0.109; H 0.102; H 0.091; H 0.102; H 0.101; H 0.109; C 0.004; C -0.387; O 0.217; N 0.105; H 0.109; H 0.179; C 0.019; H 0.107; H 0.102; H 0.087; H 0.103; H 0.108; H 0.085; C -0.011; C -0.298; C -0.178; O -0.191; C -0.090; N 0.229; H 0.117; H 0.111; H 0.176; H 0.100; H 0.089; H 0.094; H 0.158; H 0.127; H 0.144; H 0.092; H 0.088; H 0.081; C -0.029; C -0.281; C -0.142; O -0.199; C -0.098; N 0.231; H 0.123; H 0.119; H 0.171; H 0.068; H 0.095; H 0.078; H 0.155; H 0.138; H 0.142; H 0.095; H 0.095; H 0.097; C -0.021; C -0.294; C -0.206; O -0.167; C -0.094; N 0.238; H 0.178; H 0.174; H 0.176; H 0.097; H 0.104; H 0.099; H 0.159; H 0.133; H 0.133; H 0.089; H 0.094; H 0.093; B -1.287; F 0.106; F 0.117; F 0.117; F 0.130; B -1.255; F 0.099; F 0.074; F 0.113; F 0.165; B -1.214; F 0.092; F 0.113; F 0.089; F 0.130